A single C10H13N3 molecule in a non-equilibrium geometry, computed with ωB97M-V/def2-TZVPD.

Last column: Löwdin charge in e.
Element x y z (Å)
C  0.2776  2.2437  -0.4836  -0.238
C  -3.5176  -0.7505  -0.2008  -0.045
C  -2.9031  -0.5473  1.0540  -0.128
C  -2.8046  -0.3074  -1.3091  -0.091
C  -1.1459  0.3688  0.0569  -0.291
C  1.3466  -1.1885  1.0256  -0.092
C  2.7744  0.6338  0.5476  -0.042
C  1.3119  -0.4315  -1.3418  -0.036
C  0.2915  1.0995  0.3659  -0.168
C  1.4012  0.0141  0.1296  -0.552
N  0.2770  3.1507  -1.1662  0.184
N  -1.7336  -0.0125  1.1592  0.124
N  -1.5965  0.3538  -1.2174  0.143
H  -4.5306  -1.0476  -0.3158  0.088
H  -3.5762  -0.6872  1.9345  0.126
H  -3.2621  -0.3776  -2.3543  0.132
H  2.3273  -1.6775  0.8871  0.086
H  0.5146  -1.9982  0.7243  0.122
H  1.2349  -1.0353  2.1333  0.099
H  2.7927  0.7605  1.5309  0.031
H  2.9304  1.6101  0.1130  0.085
H  3.6389  0.0406  0.2757  0.089
H  0.7141  0.3622  -1.9267  0.096
H  0.7844  -1.4109  -1.2969  0.083
H  2.3383  -0.5229  -1.6788  0.078
H  0.1143  1.3569  1.3537  0.116

## Properties
LUMO energy (Ha): 0.0118
SMILES string: CC(C)(C)[C@@H](C#N)c1ncccn1
Molecular weight (g mol⁻¹): 175.24
Energy above the lowest of the compared OMol25 structures with the same formula, charge and spin (kcal/mol): 36.6

A single C10H13N3O2 molecule in a non-equilibrium geometry, computed with ωB97M-V/def2-TZVPD.

Last column: Löwdin charge in e.
Element x y z (Å)
N  -0.5497  -1.2781  -2.2629  0.069
N  -1.7379  -0.7543  -2.3597  0.088
O  3.1676  -0.9043  0.6268  -0.049
O  -4.1202  2.9004  -2.2663  -0.071
C  1.0285  0.3782  1.0550  0.018
C  1.3743  -1.0604  -0.7839  0.036
C  -0.3169  0.7067  0.6116  0.027
C  0.1232  -0.8292  -1.1782  -0.255
C  1.8191  -0.5489  0.3751  -0.263
C  -0.7604  0.0277  -0.5026  -0.188
N  -1.8833  0.0511  -1.2811  -0.081
C  2.7560  -1.9092  2.8050  -0.087
C  3.5955  -0.9797  1.9600  -0.279
C  -3.3027  1.7201  -2.4687  -0.232
C  -2.8222  1.1399  -1.1633  -0.149
H  -4.3148  3.1235  -1.3380  0.088
H  1.5139  0.7912  1.9394  0.113
H  1.9154  -1.7294  -1.4440  0.146
H  -0.9454  1.4687  1.0416  0.098
H  2.9525  -3.0013  2.6930  0.084
H  2.9540  -1.8131  3.9025  0.079
H  1.6294  -1.6205  2.8395  0.101
H  3.6822  -0.0447  2.4622  0.101
H  4.5911  -1.3182  2.0135  0.105
H  -3.8532  0.8426  -2.8674  0.115
H  -2.4907  1.9249  -3.2206  0.138
H  -3.6476  0.7670  -0.5562  0.137
H  -2.3578  1.9491  -0.6326  0.111

## Properties
LUMO energy (Ha): 0.0101
SMILES string: CCOc1ccc2c(c1)nnn2CCO
Molecular weight (g mol⁻¹): 207.23
Energy above the lowest of the compared OMol25 structures with the same formula, charge and spin (kcal/mol): 68.6

A molecular structure, C10H13N4O3PtS in a non-equilibrium geometry, computed with ωB97M-V/def2-TZVPD.

Last column: Löwdin charge in e.
Element x y z (Å)
Pt  0.2662  0.6354  -0.4872  0.774
O  2.2411  0.9565  0.1370  -0.281
N  2.5845  0.7756  1.3448  -0.036
N  1.7901  0.0680  2.0497  -0.265
O  0.6439  -0.4216  1.6642  -0.220
C  2.1964  -0.1846  3.4002  -0.165
C  3.3976  0.3040  3.9047  -0.027
C  3.7399  0.0223  5.2164  -0.099
C  2.9006  -0.7359  6.0239  -0.114
C  1.7069  -1.2129  5.5065  -0.092
C  1.3466  -0.9406  4.1933  -0.015
H  4.0422  0.8945  3.2726  0.102
H  4.6741  0.4021  5.6112  0.096
H  3.1771  -0.9496  7.0486  0.092
H  1.0429  -1.8025  6.1261  0.097
H  0.4228  -1.2955  3.7632  0.108
O  0.3138  2.3717  -1.3584  -0.493
C  -3.0148  -1.7868  -3.3996  -0.118
N  -2.9153  -0.3636  -3.6073  -0.198
C  -2.7526  0.1100  -4.9676  -0.180
C  -2.2836  1.5520  -4.7333  -0.206
N  -1.7673  1.5720  -3.3633  -0.003
C  -2.1285  0.4746  -2.8006  -0.800
S  -1.8337  0.0119  -1.1460  0.518
H  -3.9074  -2.1655  -3.9031  0.076
H  -3.0915  -1.9983  -2.3373  0.038
H  -2.1396  -2.3223  -3.7968  0.085
H  -3.6859  0.0362  -5.5309  0.106
H  -1.9857  -0.4842  -5.4914  0.111
H  -3.1183  2.2573  -4.8203  0.100
H  -1.5161  1.8626  -5.4434  0.096
H  -0.3466  2.3571  -2.0761  -0.091

## Properties
Total charge: -1
LUMO energy (Ha): 0.1079
Molecular weight (g mol⁻¹): 464.38
Energy above the lowest of the compared OMol25 structures with the same formula, charge and spin (kcal/mol): 17.9

Taking the records one at a time from the top gives HOMO values of -0.37475; -0.32002; -0.15174 Ha.
Taking the records one at a time from the top gives Kohn-Sham gap values of 10.52; 8.98; 7.07 eV.